No. 1
Below is a structure of composition C28H23NO3ReSSbSe4, with properties calculated with ωB97M-V with the def2-TZVPD basis set.

Last column: Mulliken charge in e.
Cartesian coordinates (Å):
Re  -0.66  -0.32  2.04  0.66
Se  -0.30  -3.19  6.11  -0.24
Sb  -1.89  -1.74  5.32  0.96
Se  0.20  0.43  4.04  0.15
Se  -1.83  -2.19  2.52  -0.24
Se  -3.61  -0.25  5.62  -0.22
O  -0.78  -0.26  0.04  0.30
S  -1.81  0.46  -0.91  1.03
C  -0.88  0.54  -2.46  -1.12
C  0.50  1.08  -2.22  0.37
C  1.60  0.30  -2.55  -0.39
C  2.88  0.82  -2.39  -0.75
C  3.06  2.09  -1.88  -0.57
C  1.96  2.87  -1.54  -0.84
C  0.68  2.37  -1.72  -0.17
C  -3.06  -0.81  -1.25  -1.27
C  -2.61  -2.00  -2.02  0.31
C  -3.14  -2.23  -3.29  -0.28
C  -2.74  -3.34  -4.02  -0.74
C  -1.80  -4.21  -3.50  -0.42
C  -1.27  -3.99  -2.24  -0.95
C  -1.67  -2.89  -1.50  0.54
H  -1.48  1.21  -3.08  0.57
H  -0.87  -0.46  -2.90  0.52
H  1.46  -0.69  -2.95  0.46
H  3.73  0.22  -2.68  0.52
H  4.05  2.49  -1.77  0.46
H  2.09  3.87  -1.17  0.48
H  -0.18  2.99  -1.49  0.55
H  -3.84  -0.25  -1.79  0.62
H  -3.47  -1.04  -0.26  0.35
H  -3.87  -1.55  -3.70  0.40
H  -3.16  -3.51  -5.00  0.42
H  -1.49  -5.08  -4.07  0.43
H  -0.54  -4.68  -1.83  0.45
H  -1.24  -2.72  -0.52  0.06
N  -4.79  5.58  0.44  -0.41
C  -4.18  4.67  0.78  -0.28
C  -3.42  3.53  1.19  0.48
C  -2.03  3.60  1.24  -0.89
C  -1.29  2.49  1.62  0.18
C  -1.93  1.29  1.93  0.26
C  -3.33  1.23  1.90  -0.48
C  -4.07  2.35  1.55  -0.69
H  -1.53  4.53  0.99  0.55
H  -0.21  2.58  1.64  0.38
H  -3.85  0.32  2.17  0.59
H  -5.15  2.31  1.53  0.53
O  2.00  -0.03  3.63  -0.54
C  2.24  -0.29  2.39  0.86
O  1.28  -0.36  1.54  -0.88
C  3.60  -0.50  1.97  0.22
C  3.86  -0.88  0.65  -0.34
C  5.16  -1.09  0.25  -0.69
C  6.20  -0.92  1.15  -0.42
C  5.95  -0.53  2.46  -0.66
C  4.65  -0.32  2.88  -0.45
H  3.04  -1.01  -0.05  0.43
H  5.37  -1.40  -0.77  0.45
H  7.22  -1.08  0.83  0.42
H  6.77  -0.39  3.15  0.44
H  4.45  -0.02  3.90  0.49

E_LUMO   -8.64 eV
HOMO   -14.260 eV
Total energy   -317914.11329 eV
Energy above the lowest of the compared OMol25 structures with the same formula, charge and spin   0.0 kcal/mol
M   1077.37 Da
Net charge   +2



No. 2
Below is a cluster of 10 separate species, C25H40Cl10O10 in total at a distorted geometry, with properties calculated with ωB97M-V with the def2-TZVPD basis set.

Last column: Mulliken charge in e.
Cartesian coordinates (Å):
O  0.93  0.49  7.07  -0.52
C  1.40  -0.45  6.60  0.49
C  0.86  -1.87  6.32  0.10
C  1.92  -2.52  5.38  -0.02
C  3.18  -1.77  5.82  -0.39
O  2.74  -0.51  6.28  -0.39
H  0.83  -2.40  7.28  0.33
H  -0.12  -1.84  5.85  -0.27
H  2.05  -3.60  5.53  0.38
H  1.63  -2.38  4.34  -0.22
H  3.76  -2.25  6.62  0.26
H  3.80  -1.70  4.93  0.29
O  -1.67  -2.80  -7.02  -0.58
C  -1.62  -2.38  -5.91  0.32
C  -0.36  -1.97  -5.14  -0.28
C  -0.80  -2.02  -3.69  0.32
C  -2.27  -1.61  -3.84  0.03
O  -2.69  -2.12  -5.13  -0.37
H  0.48  -2.56  -5.46  0.12
H  -0.26  -0.93  -5.50  0.25
H  -0.72  -3.06  -3.37  0.20
H  -0.21  -1.37  -3.05  -0.15
H  -2.91  -1.97  -3.03  0.03
H  -2.30  -0.52  -3.88  0.02
O  -0.10  4.40  3.38  -0.56
C  0.26  4.39  2.27  0.37
C  0.26  5.54  1.26  -0.48
C  0.63  4.90  -0.07  0.00
C  1.16  3.53  0.36  -0.18
O  0.73  3.23  1.71  -0.18
H  -0.71  6.03  1.24  0.31
H  1.04  6.15  1.71  0.28
H  -0.25  4.79  -0.70  -0.42
H  1.34  5.46  -0.67  0.42
H  0.81  2.79  -0.37  0.18
H  2.24  3.47  0.44  0.30
O  -2.07  0.80  -1.04  -0.16
C  -2.53  1.83  -1.40  0.17
C  -4.01  2.01  -1.92  -0.25
C  -3.92  3.32  -2.71  -0.73
C  -2.79  4.04  -1.98  -0.49
O  -1.91  2.99  -1.51  -0.17
H  -4.33  1.13  -2.47  0.26
H  -4.61  2.08  -1.02  0.26
H  -3.60  3.11  -3.74  0.30
H  -4.84  3.89  -2.74  0.35
H  -2.26  4.74  -2.62  0.35
H  -3.14  4.57  -1.08  0.31
O  2.46  -0.53  -1.81  -0.55
C  2.91  -1.37  -2.47  0.58
C  3.51  -1.23  -3.94  -0.51
C  3.75  -2.64  -4.46  -0.38
C  3.59  -3.49  -3.20  -0.49
O  3.00  -2.68  -2.16  -0.32
H  2.80  -0.62  -4.48  0.33
H  4.43  -0.64  -3.84  0.29
H  2.95  -2.79  -5.19  0.10
H  4.69  -2.75  -4.98  0.34
H  2.91  -4.32  -3.26  0.30
H  4.56  -3.83  -2.82  0.28
Cl  5.95  -0.42  -0.77  -0.21
C  4.66  -0.14  0.41  0.28
Cl  5.26  0.17  2.04  -0.18
H  4.09  0.72  0.09  0.04
H  4.04  -1.02  0.40  0.04
Cl  -0.10  -1.98  -0.32  -0.12
C  0.29  -0.60  0.66  0.20
Cl  1.52  -0.97  1.91  -0.15
H  0.70  0.20  0.06  0.03
H  -0.61  -0.23  1.14  -0.03
Cl  -1.26  1.32  3.69  -0.06
C  -2.35  2.13  2.55  0.09
Cl  -3.86  1.22  2.32  -0.16
H  -2.53  3.11  2.96  0.48
H  -1.79  2.18  1.63  -0.40
Cl  -3.07  -3.63  -0.75  -0.17
C  -3.60  -2.13  0.07  1.15
Cl  -4.93  -1.35  -0.78  -0.18
H  -3.84  -2.46  1.07  -0.20
H  -2.78  -1.45  0.13  -0.66
Cl  -4.10  -2.78  3.75  -0.19
C  -2.43  -2.56  4.28  -0.38
Cl  -1.29  -2.53  2.94  0.00
H  -2.39  -1.62  4.83  0.21
H  -2.16  -3.36  4.95  0.38

E_LUMO   0.17 eV
HOMO   -10.065 eV
Total energy   -172274.14018 eV
Energy above the lowest of the compared OMol25 structures with the same formula, charge and spin   4.6 kcal/mol
M   855.12 Da
Net charge   0



No. 3
Below is the molecule C3H6N4O at a distorted geometry, with properties calculated with ωB97M-V with the def2-TZVPD basis set.

Last column: Mulliken charge in e.
Cartesian coordinates (Å):
C  0.09  -2.01  -0.29  -0.62
C  0.49  -0.61  0.12  1.13
C  -1.44  0.80  0.04  -0.69
N  1.46  -0.06  -0.81  -0.27
N  1.69  1.12  -0.50  -0.13
N  1.02  1.77  0.28  -0.19
N  -0.31  0.27  0.78  -0.50
O  1.10  -1.73  0.79  -0.48
H  -0.88  -2.41  0.22  0.28
H  0.49  -2.36  -1.29  0.29
H  -1.95  1.53  0.63  0.23
H  -0.96  1.22  -0.85  0.32
H  -2.13  0.03  -0.18  0.36
H  1.34  2.44  1.08  0.28

E_LUMO (alpha / beta)   -0.42 / -0.42 eV
HOMO (alpha / beta)   -9.610 / -9.611 eV
Total energy   -11209.82826 eV
Energy above the lowest of the compared OMol25 structures with the same formula, charge and spin   160.2 kcal/mol
M   114.11 Da
Net charge   0



No. 4
Below is a cluster of 12 separate species, C37H99NO12 in total at a distorted geometry, with properties calculated with ωB97M-V with the def2-TZVPD basis set.

Last column: Mulliken charge in e.
Cartesian coordinates (Å):
C  1.79  -22.28  -9.84  -1.05
O  0.99  -21.86  -8.73  0.51
C  0.74  -20.41  -8.62  -0.87
C  0.05  -20.33  -7.25  2.18
C  -0.47  -18.88  -6.96  -0.46
N  0.94  -20.65  -6.15  0.02
H  1.31  -22.02  -10.78  0.48
H  1.70  -23.36  -9.78  0.25
H  2.86  -22.05  -9.80  -0.05
H  1.72  -19.95  -8.55  -0.43
H  0.07  -19.90  -9.31  0.42
H  -0.77  -21.05  -7.20  -0.53
H  0.41  -18.28  -6.76  -0.27
H  -1.04  -18.87  -6.03  0.52
H  -1.00  -18.40  -7.78  -0.40
H  0.40  -20.59  -5.30  -0.06
H  1.28  -21.58  -6.35  -0.35
C  -0.27  -15.57  -7.13  -0.73
C  1.12  -15.07  -7.60  0.16
C  1.99  -16.20  -8.26  -0.35
O  1.06  -14.04  -8.53  -0.66
H  -0.23  -16.37  -6.39  0.25
H  -0.85  -15.98  -7.96  -0.06
H  -0.83  -14.76  -6.65  0.41
H  1.66  -14.70  -6.72  0.26
H  2.88  -15.73  -8.68  0.51
H  1.57  -16.73  -9.11  0.04
H  2.48  -16.84  -7.53  -0.13
H  0.49  -14.35  -9.24  0.47
C  -2.48  -21.85  -10.00  -1.18
C  -2.04  -23.28  -10.00  1.79
C  -2.62  -24.01  -8.78  -1.23
O  -2.56  -23.88  -11.17  -0.50
H  -3.57  -21.77  -10.00  0.48
H  -2.11  -21.40  -10.91  0.39
H  -2.03  -21.33  -9.15  -0.05
H  -0.96  -23.37  -10.01  -0.84
H  -2.32  -25.05  -8.84  0.35
H  -3.71  -23.97  -8.79  0.43
H  -2.25  -23.61  -7.84  0.05
H  -3.51  -23.87  -11.14  0.33
C  4.90  -20.83  -7.60  -0.05
C  5.53  -19.49  -8.04  0.19
C  4.75  -18.81  -9.20  -0.36
O  5.59  -18.60  -7.00  -0.72
H  5.35  -21.22  -6.68  0.42
H  4.88  -21.56  -8.41  0.03
H  3.88  -20.67  -7.26  -0.53
H  6.55  -19.62  -8.40  0.39
H  3.71  -18.64  -8.90  -0.54
H  4.80  -19.26  -10.19  0.34
H  5.16  -17.81  -9.36  0.31
H  4.72  -18.56  -6.60  0.14
C  3.49  -19.48  -3.63  -1.69
C  2.82  -18.46  -4.55  1.25
C  3.51  -17.13  -4.42  -1.31
O  2.92  -18.85  -5.87  1.01
H  4.57  -19.47  -3.79  0.32
H  3.14  -20.49  -3.86  0.31
H  3.29  -19.23  -2.59  0.44
H  1.78  -18.41  -4.23  0.10
H  4.47  -17.10  -4.95  0.25
H  3.79  -16.86  -3.40  0.45
H  2.87  -16.34  -4.81  0.19
H  2.30  -19.58  -5.99  -0.94
C  0.62  -24.49  -6.32  -0.61
C  1.72  -24.45  -5.23  0.45
C  1.16  -24.11  -3.86  -0.94
O  2.20  -25.75  -5.20  -0.61
H  1.04  -24.79  -7.28  0.30
H  0.16  -23.52  -6.54  -0.15
H  -0.26  -25.06  -6.01  0.44
H  2.49  -23.79  -5.63  0.10
H  0.59  -24.96  -3.49  0.43
H  0.60  -23.18  -3.98  -0.08
H  1.89  -23.93  -3.08  0.33
H  1.65  -26.36  -4.71  0.38
C  -1.41  -15.58  -12.65  -1.62
C  -1.14  -15.91  -11.20  0.45
C  -1.09  -17.44  -10.96  -0.98
O  0.03  -15.27  -10.72  -0.55
H  -1.23  -14.52  -12.82  0.39
H  -2.46  -15.78  -12.91  0.41
H  -0.77  -16.11  -13.35  0.35
H  -2.00  -15.51  -10.65  0.25
H  -0.71  -17.76  -9.99  -0.13
H  -0.43  -17.93  -11.68  0.54
H  -2.05  -17.90  -11.16  0.49
H  0.74  -15.72  -11.20  0.30
C  -4.00  -17.93  -8.51  -0.80
C  -5.27  -18.53  -8.05  0.43
C  -5.73  -18.11  -6.62  -1.09
O  -6.32  -18.16  -8.92  -0.58
H  -3.85  -18.11  -9.58  0.36
H  -3.20  -18.46  -8.01  -0.21
H  -3.88  -16.87  -8.27  0.47
H  -5.12  -19.61  -8.16  0.26
H  -4.99  -18.33  -5.84  0.06
H  -6.60  -18.66  -6.26  0.36
H  -5.89  -17.03  -6.56  0.34
H  -6.22  -17.22  -9.09  0.36
C  -0.27  -27.66  -13.24  -1.54
C  -0.82  -26.64  -12.32  0.79
C  0.23  -26.08  -11.37  -0.85
O  -1.42  -25.53  -13.02  -0.59
H  0.39  -28.40  -12.78  0.36
H  0.41  -27.14  -13.91  0.37
H  -0.98  -28.10  -13.94  0.36
H  -1.58  -27.09  -11.67  0.13
H  0.89  -26.85  -10.97  0.48
H  -0.24  -25.54  -10.54  -0.10
H  0.97  -25.41  -11.80  0.21
H  -1.66  -24.89  -12.35  0.38
C  7.71  -23.73  -10.50  -1.50
C  6.42  -23.11  -10.98  0.59
C  5.12  -23.94  -10.83  -0.74
O  6.23  -21.88  -10.37  -0.34
H  8.49  -22.97  -10.46  0.39
H  8.08  -24.49  -11.19  0.37
H  7.64  -24.08  -9.47  0.32
H  6.55  -22.86  -12.03  0.21
H  4.86  -24.23  -9.81  0.36
H  5.00  -24.80  -11.49  0.45
H  4.27  -23.32  -11.11  -0.28
H  6.94  -21.28  -10.59  0.22
C  -3.30  -20.06  -3.14  -1.58
C  -2.12  -20.96  -3.42  0.56
C  -2.32  -22.00  -4.49  -0.78
O  -1.01  -20.26  -3.89  -0.29
H  -3.65  -19.60  -4.06  0.22
H  -3.08  -19.38  -2.31  0.48
H  -4.14  -20.65  -2.79  0.42
H  -1.85  -21.47  -2.50  0.24
H  -2.29  -21.61  -5.50  0.01
H  -3.22  -22.61  -4.34  0.57
H  -1.48  -22.70  -4.50  -0.05
H  -0.96  -19.51  -3.29  0.12
C  2.77  -22.22  -15.91  -1.32
C  2.84  -21.35  -14.64  0.30
C  3.59  -22.04  -13.52  -0.61
O  3.61  -20.23  -15.03  -0.57
H  3.77  -22.52  -16.22  0.34
H  2.24  -21.63  -16.66  0.35
H  2.16  -23.09  -15.70  0.32
H  1.86  -21.00  -14.30  0.34
H  2.87  -22.64  -12.97  0.01
H  3.96  -21.39  -12.74  0.21
H  4.38  -22.71  -13.87  0.28
H  3.00  -19.53  -15.28  0.33

E_LUMO   0.24 eV
HOMO   -9.288 eV
Total energy   -66032.46798 eV
M   750.19 Da
Net charge   0



No. 5
Below is a cluster of 2 separate species, C4H10NS in total, with properties calculated with ωB97M-V with the def2-TZVPD basis set.

Last column: Mulliken charge in e.
Cartesian coordinates (Å):
C  -1.31  -1.18  -0.25  -2.34
C  -1.74  0.22  -0.58  0.86
C  -2.95  0.47  -1.11  -2.79
N  -0.80  1.22  -0.30  -0.76
H  -1.08  -1.26  0.82  0.31
H  -0.38  -1.44  -0.76  0.24
H  -2.11  -1.86  -0.50  0.92
H  -3.35  1.46  -1.27  1.25
H  -3.59  -0.37  -1.35  1.11
H  0.16  0.90  -0.16  0.20
H  -0.83  1.96  -0.99  0.03
C  3.70  -0.03  1.36  -0.73
S  2.20  -0.07  0.32  -0.85
H  4.36  -0.88  1.17  0.19
H  4.27  0.89  1.18  0.17
H  3.44  -0.04  2.43  0.17

E_LUMO (alpha / beta)   6.27 / 6.24 eV
HOMO (alpha / beta)   4.107 / -0.251 eV
<S²>   0.751
Total energy   -16631.89274 eV
Spin multiplicity   2
Energy above the lowest of the compared OMol25 structures with the same formula, charge and spin   7.8 kcal/mol
M   104.20 Da
Net charge   -2



No. 6
Below is a structure of composition C28H23N6O3S5Ti, with properties calculated with ωB97M-V with the def2-TZVPD basis set.

Last column: Mulliken charge in e.
Cartesian coordinates (Å):
Ti  0.23  -0.10  -0.36  0.26
C  -1.37  -2.49  -1.99  -1.20
O  -1.30  -1.68  -0.80  0.48
C  -2.49  -1.57  -0.08  0.50
C  -3.67  -2.17  -0.45  -0.99
C  -4.79  -1.99  0.36  -0.84
C  -4.71  -1.21  1.51  -0.87
C  -3.52  -0.61  1.86  -0.59
C  -2.40  -0.78  1.05  0.51
N  -1.13  -0.18  1.29  1.74
N  -1.02  0.36  2.42  -0.95
C  0.16  0.89  2.84  0.33
C  1.38  0.56  2.24  0.20
O  1.40  -0.15  1.13  -0.47
C  2.60  0.93  2.84  -0.92
C  2.59  1.66  3.99  -0.88
C  1.37  2.04  4.63  0.72
C  1.38  2.81  5.81  -0.88
C  0.21  3.17  6.42  -0.59
C  -1.01  2.77  5.86  -0.67
C  -1.05  2.03  4.71  -0.44
C  0.14  1.65  4.07  0.65
H  -1.70  -3.49  -1.72  0.46
H  -2.04  -2.03  -2.71  0.44
H  -0.37  -2.52  -2.41  0.20
H  -3.75  -2.77  -1.34  0.47
H  -5.72  -2.45  0.08  0.43
H  -5.59  -1.07  2.13  0.43
H  -3.44  0.01  2.74  0.43
H  3.53  0.64  2.36  0.49
H  3.52  1.96  4.44  0.40
H  2.34  3.11  6.23  0.41
H  0.22  3.75  7.33  0.41
H  -1.94  3.06  6.34  0.42
H  -2.00  1.74  4.27  0.40
C  2.78  -1.05  -4.02  -2.30
C  1.91  -1.11  -2.81  0.92
N  0.93  -0.33  -2.52  1.66
N  0.56  0.59  -3.50  -1.17
C  -0.18  0.16  -4.59  0.33
N  -0.80  1.17  -5.22  -0.31
S  -0.27  -1.41  -5.13  -0.34
C  2.18  -2.13  -1.77  0.64
C  3.08  -3.16  -1.94  -0.93
C  3.21  -4.10  -0.92  -0.60
C  2.45  -3.97  0.22  -1.06
C  1.60  -2.88  0.33  -0.20
N  1.47  -1.98  -0.65  0.63
H  2.55  -0.18  -4.63  0.39
H  2.64  -1.94  -4.63  0.45
H  3.82  -1.00  -3.69  0.57
H  0.26  1.45  -3.07  0.07
H  -0.82  2.12  -4.86  0.09
H  -1.34  0.95  -6.04  0.24
H  3.65  -3.25  -2.85  0.54
H  3.90  -4.93  -1.03  0.44
H  2.52  -4.68  1.03  0.47
H  1.01  -2.71  1.22  0.54
O  -0.67  6.07  -3.47  -0.52
C  -0.55  5.05  -2.87  0.59
S  -1.86  3.84  -2.73  -0.07
C  -0.95  2.70  -1.76  -0.14
C  0.32  3.03  -1.45  0.23
S  1.27  1.99  -0.45  -0.18
S  0.94  4.57  -2.02  -0.13
S  -1.65  1.21  -1.23  -0.33

E_LUMO   -3.99 eV
HOMO   -10.242 eV
Total energy   -121781.70918 eV
Energy above the lowest of the compared OMol25 structures with the same formula, charge and spin   2.2 kcal/mol
M   699.73 Da
Net charge   +1